(1)
C34H50BrClF5N4O5PSiSrTe as an isolated structure, computed with wB97M-V/def2-TZVPD.

ΔE to the lowest compared entry with this formula, charge and spin: 1.4 kcal per mole
net charge: -2
highest occupied orbital energy: -2.06 eV
F_max: 0.6 eV/A

Last column: Mulliken charge in e.
Atoms and positions in Å:
Sr (-0.081, -0.191, -0.223)  1.70
O (-4.249, -0.856, -0.383)  -0.59
C (-3.291, -0.853, -1.120)  -1.05
N (-2.113, -1.554, -0.966)  1.02
C (-2.202, -2.878, -1.147)  -0.96
O (-3.171, -3.536, -1.530)  -0.79
C (-0.889, -3.601, -0.886)  0.47
C (-0.834, -4.981, -0.987)  -0.69
C (0.376, -5.618, -0.757)  -0.57
C (1.489, -4.853, -0.456)  -1.17
C (1.345, -3.474, -0.384)  -1.07
N (0.181, -2.861, -0.580)  1.85
C (-3.323, 0.009, -2.362)  0.76
C (-4.181, -0.267, -3.410)  -0.40
C (-4.123, 0.503, -4.557)  -0.73
C (-3.209, 1.543, -4.619)  -0.73
C (-2.381, 1.796, -3.552)  -0.53
N (-2.447, 1.031, -2.444)  0.64
H (-1.742, -5.509, -1.242)  0.58
H (0.450, -6.697, -0.822)  0.42
H (2.460, -5.300, -0.288)  0.50
H (2.201, -2.835, -0.204)  0.46
H (-4.861, -1.098, -3.294)  0.55
H (-4.780, 0.300, -5.393)  0.38
H (-3.134, 2.187, -5.484)  0.56
H (-1.673, 2.608, -3.556)  0.54
Br (0.739, 0.363, -7.944)  -0.25
C (0.677, -0.569, -6.293)  -0.07
C (1.459, -1.694, -6.096)  -0.41
C (1.375, -2.326, -4.870)  -0.90
C (0.519, -1.809, -3.907)  -0.68
N (-0.216, -0.719, -4.099)  0.38
C (-0.141, -0.106, -5.276)  -0.01
H (2.129, -2.042, -6.870)  0.43
H (1.994, -3.182, -4.636)  0.38
H (0.449, -2.270, -2.930)  0.72
H (-0.742, 0.787, -5.412)  0.22
Cl (4.390, -0.560, -4.674)  -0.27
C (3.162, 0.139, -3.570)  0.18
C (2.835, -0.706, -2.324)  -0.27
O (3.433, -1.754, -2.095)  -0.77
O (1.897, -0.171, -1.659)  0.25
H (2.255, 0.303, -4.147)  -0.15
H (3.548, 1.102, -3.245)  0.34
C (2.463, 3.723, 0.465)  -1.49
P (0.952, 2.882, -0.154)  1.28
C (-0.340, 4.068, 0.374)  -1.28
C (1.097, 3.258, -1.945)  -0.78
H (2.498, 4.765, 0.139)  0.42
H (3.342, 3.197, 0.087)  0.33
H (2.491, 3.687, 1.555)  0.43
H (-0.162, 5.073, -0.017)  0.47
H (-0.374, 4.101, 1.464)  0.28
H (-1.307, 3.712, 0.014)  0.22
H (0.942, 4.318, -2.158)  0.44
H (0.362, 2.671, -2.493)  -0.22
H (2.088, 2.956, -2.286)  0.21
F (-0.850, 7.112, -3.022)  -0.53
Te (-2.248, 5.746, -2.817)  1.63
F (-3.367, 7.031, -1.855)  -0.53
F (-3.807, 4.593, -3.121)  -0.57
F (-1.340, 4.674, -4.217)  -0.57
F (-2.951, 6.643, -4.310)  -0.42
O (-1.630, 1.268, -1.448)  -0.56
C (3.095, 0.064, 2.642)  -1.87
C (2.211, -0.804, 3.552)  2.73
C (2.626, -2.252, 3.259)  -2.22
C (2.585, -0.512, 5.010)  -1.82
Si (0.313, -0.543, 3.018)  -0.56
C (-0.302, 1.115, 3.928)  2.95
C (-1.600, 1.573, 3.241)  -1.87
C (0.707, 2.241, 3.668)  -1.85
C (-0.550, 1.066, 5.439)  -1.96
C (-0.712, -2.038, 3.832)  2.79
C (-0.372, -2.415, 5.278)  -1.91
C (-2.211, -1.713, 3.772)  -2.23
C (-0.542, -3.290, 2.958)  -1.93
H (4.156, -0.138, 2.847)  0.50
H (2.930, 1.133, 2.785)  0.31
H (2.915, -0.157, 1.586)  0.21
H (3.717, -2.353, 3.360)  0.60
H (2.363, -2.545, 2.238)  0.21
H (2.167, -2.967, 3.942)  0.33
H (3.647, -0.746, 5.184)  0.51
H (1.998, -1.111, 5.710)  0.23
H (2.441, 0.537, 5.271)  0.31
H (-1.433, 1.765, 2.177)  0.06
H (-1.954, 2.512, 3.690)  0.50
H (-2.407, 0.845, 3.315)  0.29
H (0.973, 2.289, 2.610)  -0.53
H (1.627, 2.127, 4.243)  0.28
H (0.265, 3.209, 3.946)  0.64
H (-1.365, 0.390, 5.701)  0.33
H (-0.829, 2.064, 5.809)  0.53
H (0.337, 0.746, 5.991)  0.26
H (-0.480, -1.570, 5.960)  0.25
H (0.648, -2.792, 5.378)  0.29
H (-1.046, -3.212, 5.629)  0.54
H (-2.499, -0.917, 4.458)  0.36
H (-2.791, -2.606, 4.045)  0.53
H (-2.521, -1.424, 2.763)  0.27
H (0.489, -3.635, 2.890)  0.28
H (-0.894, -3.101, 1.942)  0.12
H (-1.143, -4.115, 3.369)  0.53

(2)
C34H50CdF2N12O2P as an isolated structure at a distorted geometry, computed with wB97M-V/def2-TZVPD.

ΔE to the lowest compared entry with this formula, charge and spin: 30.5 kcal per mole
net charge: -1
highest occupied orbital energy: -4.93 eV
F_max: 5.5 eV/A

Last column: Mulliken charge in e.
Atoms and positions in Å:
Cd (-0.273, 1.517, -0.761)  1.64
N (0.446, 1.900, 2.117)  -0.35
C (1.778, 2.436, 2.312)  0.86
C (2.502, 1.744, 3.498)  -0.22
C (3.865, 2.328, 3.900)  -1.12
C (3.797, 3.811, 4.108)  -0.82
N (3.739, 4.324, 2.755)  -0.53
C (3.193, 5.365, 2.321)  0.34
N (2.500, 6.292, 3.048)  -0.31
N (3.300, 5.594, 0.966)  -0.58
C (2.532, 2.348, 1.018)  0.13
O (3.614, 3.102, 0.955)  -0.94
O (2.229, 1.672, 0.089)  -0.38
H (-0.067, 1.889, 2.989)  0.29
H (0.477, 0.942, 1.752)  -0.21
H (1.702, 3.500, 2.552)  -0.05
H (2.630, 0.679, 3.286)  -0.26
H (1.811, 1.837, 4.342)  0.45
H (4.625, 2.144, 3.137)  0.31
H (4.185, 1.825, 4.817)  0.55
H (4.696, 4.164, 4.632)  0.41
H (2.940, 4.077, 4.746)  0.36
H (3.753, 3.648, 1.819)  0.79
H (2.666, 6.385, 4.032)  0.18
H (2.142, 7.095, 2.558)  0.35
H (3.570, 4.779, 0.434)  0.37
H (2.549, 6.096, 0.546)  0.26
F (0.937, 2.039, -6.187)  -0.36
C (-0.029, 1.908, -5.246)  0.37
C (0.307, 1.824, -3.912)  0.01
C (-0.677, 1.715, -2.927)  -1.51
C (-2.034, 1.693, -3.333)  1.31
C (-2.313, 1.731, -4.699)  0.60
F (-3.582, 1.637, -5.189)  -0.37
C (-1.339, 1.847, -5.669)  -0.83
C (-3.099, 1.656, -2.291)  -0.13
C (-4.474, 1.722, -2.556)  -1.10
C (-5.378, 1.695, -1.508)  -0.39
C (-4.918, 1.617, -0.203)  -0.83
C (-3.547, 1.571, -0.021)  -0.70
N (-2.683, 1.580, -1.022)  0.40
H (1.357, 1.850, -3.643)  0.51
H (-1.603, 1.890, -6.716)  0.47
H (-4.856, 1.801, -3.558)  0.52
H (-6.441, 1.740, -1.713)  0.41
H (-5.596, 1.594, 0.639)  0.44
H (-3.111, 1.526, 0.972)  0.44
N (-0.549, 3.768, -0.244)  -0.91
C (-0.591, 4.895, 0.127)  0.58
N (-0.728, 6.165, 0.417)  -0.75
C (-0.213, 6.931, 1.327)  0.62
N (0.225, 7.711, 2.111)  -0.78
N (-0.266, -0.336, 0.219)  0.76
P (-0.320, -1.822, -0.038)  -1.88
N (0.757, -2.722, 0.916)  0.36
C (0.494, -4.057, 1.427)  0.06
C (1.649, -4.536, 2.302)  -0.99
C (2.980, -4.337, 1.578)  -0.60
C (3.195, -2.850, 1.216)  -0.92
C (1.920, -2.038, 1.455)  -0.13
N (-1.810, -2.603, 0.300)  0.84
C (-2.362, -3.728, -0.426)  -0.55
C (-3.181, -4.621, 0.508)  -0.76
C (-4.270, -3.802, 1.201)  -0.79
C (-3.643, -2.610, 1.923)  -1.02
C (-2.831, -1.783, 0.931)  -0.55
N (-0.057, -2.520, -1.598)  0.57
C (1.282, -2.893, -2.014)  0.14
C (1.196, -3.778, -3.257)  -0.98
C (0.476, -3.040, -4.386)  -0.79
C (-0.897, -2.572, -3.906)  -1.07
C (-0.743, -1.748, -2.633)  -0.30
H (0.375, -4.756, 0.585)  0.28
H (-0.441, -4.076, 1.999)  -0.14
H (1.498, -5.592, 2.542)  0.47
H (1.659, -3.983, 3.244)  0.35
H (2.967, -4.943, 0.667)  0.26
H (3.797, -4.703, 2.204)  0.40
H (3.476, -2.764, 0.165)  0.29
H (4.011, -2.421, 1.804)  0.47
H (1.983, -1.071, 0.955)  -0.32
H (1.809, -1.841, 2.532)  0.39
H (-1.543, -4.286, -0.874)  0.26
H (-3.026, -3.385, -1.240)  0.37
H (-2.522, -5.057, 1.264)  0.24
H (-3.629, -5.437, -0.067)  0.38
H (-4.827, -4.430, 1.902)  0.41
H (-4.974, -3.432, 0.448)  0.30
H (-2.983, -2.973, 2.717)  0.31
H (-4.422, -1.992, 2.379)  0.38
H (-2.320, -0.951, 1.415)  0.29
H (-3.525, -1.363, 0.182)  0.28
H (1.756, -3.441, -1.199)  -0.13
H (1.905, -2.012, -2.247)  0.22
H (0.633, -4.684, -3.011)  0.25
H (2.199, -4.074, -3.576)  0.40
H (0.372, -3.689, -5.260)  0.43
H (1.067, -2.167, -4.683)  0.28
H (-1.528, -3.443, -3.700)  0.31
H (-1.385, -1.966, -4.673)  0.36
H (-1.720, -1.447, -2.242)  0.33
H (-0.194, -0.826, -2.868)  -0.08

(3)
C34H50KO15RbS3 as an isolated structure at a distorted geometry, computed with wB97M-V/def2-TZVPD.

highest occupied orbital energy: -7.35 eV
F_max: 8.2 eV/A

Last column: Mulliken charge in e.
Atoms and positions in Å:
Rb (-12.937, -17.269, 3.160)  0.96
K (-13.406, -15.971, -0.970)  1.08
C (-14.213, -20.365, 1.310)  -0.16
C (-15.321, -21.100, 1.274)  0.37
C (-16.449, -20.718, 0.309)  -0.65
O (-17.517, -21.445, 0.111)  -0.72
C (-16.402, -19.668, -0.549)  1.43
C (-15.174, -18.860, -0.642)  -0.44
C (-13.986, -19.125, 0.467)  0.15
O (-13.044, -18.344, 0.497)  -0.96
O (-15.047, -17.939, -1.500)  -0.81
O (-15.417, -22.066, 2.142)  -0.89
H (-13.431, -20.447, 2.051)  0.70
H (-17.226, -19.439, -1.210)  0.11
C (-20.186, -18.959, -2.474)  0.19
S (-19.176, -18.478, -3.929)  0.58
O (-20.171, -18.129, -5.062)  -0.72
C (-18.480, -16.965, -3.267)  -0.63
H (-20.664, -19.921, -2.661)  -0.24
H (-20.886, -18.196, -2.131)  0.51
H (-19.519, -19.115, -1.627)  -0.40
H (-19.074, -16.434, -2.523)  0.31
H (-18.138, -16.260, -4.024)  0.41
H (-17.535, -17.283, -2.828)  -0.03
C (-13.047, -16.611, -6.214)  -1.05
S (-13.645, -16.834, -4.502)  0.61
O (-12.626, -16.294, -3.517)  -0.71
C (-13.600, -18.645, -4.526)  -0.80
H (-13.017, -15.566, -6.524)  0.34
H (-13.551, -17.189, -6.987)  0.37
H (-12.032, -17.008, -6.189)  0.32
H (-14.226, -18.837, -5.397)  0.62
H (-13.965, -19.055, -3.584)  -0.09
H (-12.577, -19.016, -4.590)  0.31
C (-18.103, -19.130, 2.966)  -0.65
S (-19.400, -17.824, 2.840)  0.38
O (-18.920, -16.463, 3.361)  -0.64
C (-19.342, -17.703, 0.987)  -0.52
H (-18.258, -19.995, 2.321)  0.24
H (-17.984, -19.444, 4.003)  0.47
H (-17.218, -18.620, 2.585)  0.04
H (-18.328, -17.497, 0.646)  0.22
H (-20.172, -17.150, 0.546)  0.46
H (-19.310, -18.694, 0.533)  -0.07
C (-16.644, -23.869, -5.380)  -0.51
C (-17.532, -23.442, -4.420)  -0.43
C (-17.117, -22.359, -3.609)  0.17
C (-15.920, -21.686, -3.825)  -0.03
C (-15.133, -21.973, -4.939)  -0.30
C (-15.451, -23.150, -5.630)  -0.65
H (-16.889, -24.780, -5.906)  0.38
H (-18.454, -23.963, -4.207)  0.32
H (-17.831, -22.010, -2.878)  0.30
H (-15.804, -20.747, -3.304)  -0.04
H (-14.248, -21.405, -5.184)  0.36
H (-14.745, -23.458, -6.388)  0.36
O (-15.150, -23.521, 6.719)  -0.60
C (-15.035, -22.441, 6.111)  0.28
O (-13.836, -21.771, 5.951)  -0.38
C (-14.015, -20.702, 5.049)  0.24
C (-15.449, -20.246, 5.297)  -0.22
C (-16.172, -21.634, 5.487)  -0.29
H (-14.117, -21.122, 4.048)  -0.08
H (-13.328, -19.856, 5.064)  0.10
H (-15.899, -19.745, 4.440)  -0.07
H (-15.446, -19.620, 6.190)  0.37
H (-16.228, -22.071, 4.490)  0.19
H (-17.002, -21.625, 6.193)  0.48
O (-11.641, -21.306, -2.918)  -0.61
C (-10.839, -20.398, -2.579)  0.62
O (-9.585, -20.689, -2.264)  -0.37
C (-8.859, -19.477, -2.075)  -0.55
C (-9.882, -18.388, -1.798)  -0.78
C (-11.077, -18.885, -2.487)  0.78
H (-8.340, -19.321, -3.020)  0.26
H (-8.065, -19.565, -1.333)  0.39
H (-9.483, -17.454, -2.194)  0.39
H (-9.993, -18.195, -0.731)  0.21
H (-11.045, -18.460, -3.490)  -0.09
H (-12.002, -18.531, -2.032)  -0.21
O (-9.264, -25.722, 0.104)  -0.63
C (-10.153, -24.895, 0.105)  0.49
O (-10.072, -23.668, -0.347)  -0.35
C (-11.277, -22.946, -0.152)  -0.05
C (-12.014, -23.631, 1.002)  -0.13
C (-11.533, -25.060, 0.801)  -0.60
H (-11.868, -22.953, -1.068)  0.12
H (-11.077, -21.914, 0.136)  0.11
H (-13.083, -23.431, 0.930)  0.14
H (-11.661, -23.280, 1.971)  0.22
H (-12.186, -25.636, 0.146)  0.30
H (-11.395, -25.594, 1.742)  0.32
O (-19.968, -24.755, -0.045)  -0.62
C (-20.385, -24.085, -0.994)  0.41
O (-20.776, -24.690, -2.152)  -0.34
C (-21.405, -23.830, -2.967)  -0.24
C (-21.779, -22.713, -2.009)  -0.71
C (-20.733, -22.679, -0.939)  0.57
H (-22.380, -24.069, -3.391)  0.34
H (-20.733, -23.476, -3.748)  0.17
H (-22.762, -23.015, -1.645)  0.32
H (-21.897, -21.764, -2.532)  0.30
H (-21.060, -22.340, 0.044)  0.31
H (-19.909, -22.081, -1.327)  -0.49

(4)
C34H51Br2N11OTi as an isolated structure at a distorted geometry, computed with wB97M-V/def2-TZVPD.

ΔE to the lowest compared entry with this formula, charge and spin: 28.4 kcal per mole
net charge: +4
highest occupied orbital energy: -18.15 eV
F_max: 1.3 eV/A

Last column: Mulliken charge in e.
Atoms and positions in Å:
Ti (0.539, -1.088, 0.218)  -1.58
Br (-1.130, 2.578, 0.637)  0.02
C (-2.693, 3.204, -0.334)  -0.63
Br (-3.540, 1.823, -1.368)  -0.05
H (-2.352, 3.976, -1.013)  0.44
H (-3.401, 3.567, 0.402)  0.43
C (-0.343, -6.405, -1.046)  -1.11
N (-0.139, -4.955, -1.209)  0.37
C (-0.117, -4.507, -2.601)  -1.29
C (-0.141, -4.120, -0.177)  0.00
N (0.614, -2.944, -0.210)  1.87
C (2.009, -2.853, -0.460)  0.22
C (2.685, -3.372, -1.584)  -0.85
C (3.996, -3.039, -1.800)  -1.48
C (4.646, -2.101, -0.975)  -0.58
C (4.011, -1.562, 0.112)  0.36
C (2.707, -1.996, 0.432)  -0.79
N (1.943, -1.467, 1.506)  2.53
C (2.481, -1.136, 2.736)  -0.32
N (1.749, -0.385, 3.563)  0.16
C (2.016, -0.345, 5.015)  -1.08
C (0.525, 0.296, 3.196)  -0.35
N (3.678, -1.601, 3.110)  0.38
C (4.132, -2.967, 2.840)  -0.90
C (4.651, -0.775, 3.840)  -1.32
N (-0.864, -4.341, 0.912)  0.18
C (-0.523, -3.772, 2.215)  -0.92
C (-2.084, -5.162, 0.901)  -1.19
H (0.407, -6.903, -1.659)  0.38
H (-1.332, -6.711, -1.381)  0.43
H (-0.190, -6.688, -0.009)  0.37
H (0.608, -5.090, -3.167)  0.42
H (0.128, -3.450, -2.657)  0.44
H (-1.103, -4.676, -3.038)  0.30
H (2.186, -4.046, -2.260)  0.47
H (4.527, -3.473, -2.636)  0.51
H (5.651, -1.792, -1.223)  0.47
H (4.492, -0.793, 0.707)  -0.28
H (2.563, -1.236, 5.307)  0.41
H (1.056, -0.337, 5.526)  0.40
H (2.572, 0.548, 5.291)  0.38
H (-0.282, -0.023, 3.859)  0.57
H (0.627, 1.381, 3.257)  0.45
H (0.199, 0.045, 2.177)  -0.37
H (3.345, -3.551, 2.372)  0.24
H (4.382, -3.430, 3.796)  0.49
H (5.019, -2.964, 2.208)  0.30
H (5.596, -0.847, 3.303)  0.48
H (4.793, -1.129, 4.860)  0.36
H (4.337, 0.263, 3.837)  0.39
H (-0.796, -4.494, 2.983)  0.54
H (-1.090, -2.850, 2.395)  0.18
H (0.545, -3.580, 2.275)  0.11
H (-1.913, -6.137, 1.355)  0.39
H (-2.437, -5.282, -0.118)  0.38
H (-2.834, -4.631, 1.486)  0.41
C (-1.117, -0.996, -2.548)  -0.35
N (-2.246, -1.544, -1.815)  0.77
C (-3.456, -1.841, -2.614)  -0.63
C (-4.434, -2.632, -1.774)  -0.57
C (-4.731, -1.893, -0.490)  -0.68
N (-3.474, -1.501, 0.182)  0.63
C (-3.616, -1.102, 1.581)  -1.06
C (-2.364, -1.333, -0.501)  -0.44
O (-1.280, -0.933, 0.152)  -0.03
H (-1.160, -1.381, -3.566)  0.49
H (-0.147, -1.332, -2.143)  -0.52
H (-1.143, 0.098, -2.574)  0.27
H (-3.134, -2.399, -3.492)  0.45
H (-3.889, -0.898, -2.961)  0.30
H (-4.022, -3.620, -1.557)  0.10
H (-5.360, -2.784, -2.329)  0.44
H (-5.287, -2.513, 0.212)  0.46
H (-5.310, -0.982, -0.664)  0.32
H (-4.509, -0.482, 1.660)  0.40
H (-2.758, -0.518, 1.900)  0.33
H (-3.745, -1.983, 2.209)  0.28
C (3.267, 1.044, -2.408)  -1.35
C (2.201, 0.251, -2.025)  -0.27
N (1.642, 0.363, -0.807)  1.13
C (2.130, 1.291, 0.043)  -0.37
C (3.210, 2.108, -0.245)  -0.01
C (3.789, 1.958, -1.509)  0.12
C (3.619, 3.172, 0.697)  -1.16
C (4.828, 3.353, 1.224)  -0.78
C (5.996, 2.463, 1.108)  0.60
C (7.272, 2.964, 1.309)  -0.69
C (8.331, 2.072, 1.195)  -0.35
N (8.136, 0.786, 0.921)  -0.57
C (6.879, 0.412, 0.757)  -0.20
N (5.784, 1.160, 0.830)  0.03
H (3.679, 0.943, -3.402)  0.54
H (1.786, -0.495, -2.693)  0.45
H (1.642, 1.379, 1.007)  0.72
H (4.634, 2.576, -1.785)  0.61
H (2.855, 3.912, 0.907)  0.57
H (4.981, 4.249, 1.813)  0.50
H (7.441, 4.005, 1.539)  0.50
H (9.356, 2.394, 1.335)  0.45
H (6.736, -0.644, 0.543)  0.45

HOMO-LUMO gap? In order: 5.6678 7.4745 5.0277 6.0284 eV.
E_tot? In order: -6384.228446 -2842.089980 -4272.555156 -7999.960531 a.u..
E_LUMO? In order: 0.1324 0.0936 -0.0854 -0.4455 Ha.